Run P
This record from the Open Molecules 2025 dataset describes a structure of composition C39H18Cl3F4Ge2N6PdS2. The level of theory is wB97M-V/def2-TZVPD.

```
! RIJCOSX wB97M-V def2-TZVPD def2/J DEFGRID3
* xyz -2 4
Pd -0.287 0.956 1.270
S 0.447 -0.383 -0.374
C 1.694 -1.287 0.341
C 2.426 -2.187 -0.474
C 3.441 -2.948 0.039
C 4.140 -3.872 -0.806
N 4.682 -4.615 -1.497
C 3.788 -2.825 1.420
C 3.098 -1.957 2.222
C 2.022 -1.178 1.723
S 1.178 -0.157 2.777
C 4.842 -3.621 1.980
N 5.664 -4.279 2.441
H 2.175 -2.262 -1.525
H 3.369 -1.850 3.264
Cl -1.156 2.559 2.843
Ge -1.506 3.833 0.844
Cl -3.745 4.235 0.922
Cl -0.976 5.816 1.991
C -1.481 1.956 -0.043
Ge -3.222 1.117 -0.238
C -4.382 2.076 -1.504
C -3.779 2.739 -2.572
C -4.534 3.384 -3.542
C -5.920 3.375 -3.463
C -6.538 2.712 -2.411
C -5.773 2.070 -1.446
C -4.045 0.709 1.485
C -5.135 1.378 2.034
C -5.641 1.018 3.278
C -5.054 -0.011 4.001
C -3.956 -0.678 3.475
C -3.463 -0.321 2.229
C -3.015 -0.621 -1.168
C -3.707 -1.769 -0.787
C -3.609 -2.947 -1.520
C -2.820 -2.995 -2.660
C -2.132 -1.858 -3.062
C -2.234 -0.688 -2.322
H -0.977 2.128 -0.999
H -2.696 2.777 -2.646
H -4.039 3.901 -4.356
H -6.515 3.882 -4.214
H -7.619 2.697 -2.336
H -6.283 1.553 -0.637
H -5.576 2.221 1.514
H -6.484 1.561 3.690
H -5.442 -0.282 4.977
H -3.474 -1.469 4.038
H -2.599 -0.843 1.838
H -4.329 -1.756 0.101
H -4.150 -3.829 -1.196
H -2.739 -3.912 -3.231
H -1.506 -1.883 -3.947
H -1.674 0.183 -2.648
F 3.513 1.229 -1.140
C 4.503 0.580 -0.517
C 5.234 -0.294 -1.259
F 4.879 -0.455 -2.540
C 6.331 -1.040 -0.751
C 6.547 -0.817 0.635
C 5.810 0.049 1.381
F 6.106 0.143 2.682
C 4.741 0.831 0.862
C 4.004 1.753 1.634
C 2.880 2.471 1.136
N 1.946 3.046 0.776
C 4.314 2.052 2.990
N 4.545 2.355 4.079
F 7.522 -1.493 1.254
C 7.125 -1.894 -1.541
C 6.961 -2.032 -2.948
N 6.908 -2.147 -4.095
C 8.228 -2.638 -1.035
N 9.151 -3.250 -0.712
*
```

For the LUMO energy (spin up / spin down), the calculation gives 3.5 / 1.2 eV. The HOMO-LUMO gap (spin up / spin down) is 5.9 / 4.9 eV.

Mulliken population analysis, charges in e, atoms 1 to 2: Pd -0.210; S -0.423


Run Q
This record from the Open Molecules 2025 dataset describes a structure of composition C39H18Cl3F4Ge2N6PdS2. The level of theory is wB97M-V/def2-TZVPD.

```
! RIJCOSX wB97M-V def2-TZVPD def2/J DEFGRID3
* xyz -2 4
Pd 0.977 -1.229 -0.545
S -0.754 -2.461 -1.902
C -1.665 -3.074 -0.564
C -3.033 -3.315 -0.701
C -3.776 -3.880 0.328
C -5.167 -4.125 0.148
N -6.291 -4.327 -0.004
C -3.148 -4.213 1.547
C -1.789 -3.961 1.697
C -1.040 -3.399 0.664
S 0.661 -3.168 0.885
C -3.896 -4.796 2.608
N -4.500 -5.273 3.465
H -3.520 -3.070 -1.635
H -1.289 -4.207 2.626
Cl 2.907 -0.398 0.935
Ge 4.222 -0.435 -1.002
Cl 2.873 -2.215 -1.792
Cl 5.890 -1.660 -0.141
C -0.596 -0.333 0.251
Ge -1.356 0.159 1.946
C -0.904 -0.911 3.536
C 0.398 -1.371 3.709
C 0.744 -2.115 4.828
C -0.211 -2.399 5.794
C -1.507 -1.928 5.643
C -1.848 -1.183 4.524
C -3.284 0.161 1.510
C -4.112 -0.918 1.814
C -5.392 -1.008 1.284
C -5.861 -0.018 0.434
C -5.049 1.064 0.120
C -3.770 1.146 0.652
C -0.773 2.028 2.304
C -1.628 3.061 2.676
C -1.149 4.356 2.833
C 0.195 4.633 2.632
C 1.059 3.610 2.265
C 0.573 2.322 2.104
H -1.263 -0.065 -0.566
H 1.150 -1.153 2.965
H 1.760 -2.473 4.941
H 0.060 -2.981 6.667
H -2.252 -2.144 6.400
H -2.859 -0.803 4.424
H -3.749 -1.707 2.463
H -6.013 -1.866 1.511
H -6.856 -0.092 0.012
H -5.402 1.829 -0.560
H -3.132 1.984 0.389
H -2.682 2.857 2.837
H -1.826 5.155 3.111
H 0.568 5.643 2.751
H 2.109 3.813 2.093
H 1.245 1.534 1.801
F 3.279 0.236 -6.754
C 3.748 1.099 -5.852
C 4.964 1.671 -6.085
F 5.613 1.314 -7.197
C 5.565 2.607 -5.207
C 4.781 2.896 -4.063
C 3.576 2.306 -3.822
F 2.914 2.697 -2.732
C 2.987 1.357 -4.690
C 1.756 0.701 -4.405
C 1.281 0.588 -3.091
N 0.861 0.509 -2.013
C 0.977 0.049 -5.390
N 0.284 -0.448 -6.167
F 5.222 3.782 -3.171
C 6.823 3.204 -5.453
C 7.400 4.186 -4.613
N 7.929 5.005 -3.996
C 7.638 2.882 -6.564
N 8.350 2.675 -7.448
*
```

For the LUMO energy (spin up / spin down), the calculation gives 3.6 / 1.3 eV. The HOMO-LUMO gap (spin up / spin down) is 6.6 / 4.7 eV.

Mulliken population analysis, charges in e, atoms 1 to 2: Pd 0.241; S -0.332


The structure with the greatest stability is run P.


Run P
This record from the Open Molecules 2025 dataset describes the ion C5H14N2 with charge -1. The level of theory is wB97M-V/def2-TZVPD.

```
! RIJCOSX wB97M-V def2-TZVPD def2/J DEFGRID3
* xyz -1 2
N 0.151 1.737 -0.085
C -2.600 0.818 -1.238
C -1.866 0.153 -0.070
C -0.290 0.342 -0.369
C 0.508 -0.728 0.333
N 1.909 -0.958 -0.114
C 2.618 -1.606 1.037
H -0.042 2.170 0.776
H 1.125 1.880 -0.374
H -2.302 0.388 -2.148
H -3.671 0.868 -1.074
H -2.216 1.960 -1.291
H -2.164 0.867 0.662
H -2.034 -0.907 0.001
H -0.281 0.254 -1.468
H 0.550 -0.551 1.480
H 0.030 -1.647 0.384
H 2.153 0.029 -0.351
H 3.517 -1.875 0.587
H 2.910 -0.845 1.778
H 1.994 -2.351 1.545
*
```

For the LUMO energy (spin up / spin down), the calculation gives 3.9 / 3.8 eV. The HOMO-LUMO gap (spin up / spin down) is 2.5 / 8.8 eV.

natural (NBO) population analysis, charges in e, atoms 1 to 2: N -0.980; C -0.615


Run Q
This record from the Open Molecules 2025 dataset describes the ion C5H14N2 with charge -1. The level of theory is wB97M-V/def2-TZVPD.

```
! RIJCOSX wB97M-V def2-TZVPD def2/J DEFGRID3
* xyz -1 2
C -0.131 0.978 0.533
C 1.165 0.672 -0.314
C 2.122 1.871 -0.170
C 0.880 0.437 -1.810
N -1.085 -0.077 0.413
C -0.903 -1.450 0.818
N -2.088 -2.258 0.555
H -0.614 1.944 0.468
H 0.343 0.921 1.547
H 1.596 -0.261 0.131
H 3.127 1.482 -0.381
H 1.996 2.082 0.902
H 1.829 2.763 -0.744
H 0.358 1.525 -2.063
H 1.782 0.299 -2.458
H 0.116 -0.339 -2.060
H -1.955 0.119 -0.050
H -0.119 -1.939 0.161
H -0.666 -1.519 1.881
H -2.589 -2.714 1.367
H -1.838 -3.120 0.097
*
```

For the LUMO energy (spin up / spin down), the calculation gives 3.8 / 3.6 eV. The HOMO-LUMO gap (spin up / spin down) is 2.4 / 8.0 eV.

natural (NBO) population analysis, charges in e, atoms 1 to 2: C -0.217; C -0.275


Run R
This record from the Open Molecules 2025 dataset describes the ion C5H14N2 with charge -1. The level of theory is wB97M-V/def2-TZVPD.

```
! RIJCOSX wB97M-V def2-TZVPD def2/J DEFGRID3
* xyz -1 2
N -0.633 -0.992 -1.374
C -0.200 -0.713 0.020
C -0.585 0.718 0.598
C -0.030 2.039 -0.003
C 1.448 2.045 -0.586
C -0.784 -1.793 0.958
N -0.096 -2.942 0.415
H 0.056 -0.867 -2.112
H -1.277 -0.264 -1.771
H 0.892 -0.840 0.017
H -0.136 0.822 1.694
H -1.687 0.642 0.603
H -0.751 2.430 -0.708
H -0.253 2.765 0.848
H 2.032 2.036 0.315
H 1.623 3.059 -1.015
H 1.708 1.242 -1.336
H -1.850 -1.778 0.814
H -0.575 -1.744 1.992
H 0.662 -3.152 1.054
H 0.433 -2.713 -0.423
*
```

For the LUMO energy (spin up / spin down), the calculation gives 4.1 / 4.0 eV. The HOMO-LUMO gap (spin up / spin down) is 2.9 / 9.2 eV.

natural (NBO) population analysis, charges in e, atoms 1 to 2: N -0.925; C -0.181


The structure with the greatest stability is run Q.


Run P
This record from the Open Molecules 2025 dataset describes the ion C4H10NOS with charge -1. The level of theory is wB97M-V/def2-TZVPD.

```
! RIJCOSX wB97M-V def2-TZVPD def2/J DEFGRID3
* xyz -1 1
N 0.687 1.958 -0.244
C 0.625 0.456 -0.504
C 1.646 -0.227 0.606
O 1.385 0.270 1.810
C -0.824 0.027 -0.686
C -1.172 -1.179 0.137
S -2.990 -1.459 0.069
H 0.936 2.003 0.756
H 1.604 2.224 -0.623
H 1.208 0.466 -1.409
H 2.631 -0.033 0.131
H 1.455 -1.351 0.474
H -1.608 0.785 -0.678
H -0.966 -0.295 -1.731
H -0.841 -1.181 1.210
H -0.592 -2.025 -0.244
H -3.182 -0.441 0.926
*
```

For the LUMO energy, the calculation gives 3.2 eV. The HOMO-LUMO gap is 6.0 eV. As for the structure (SMILES): N[C@@H](C[O-])CCS.

natural (NBO) population analysis, charges in e, atoms 1 to 2: N -0.872; C -0.098


Run Q
This record from the Open Molecules 2025 dataset describes the ion C4H10NOS with charge -1. The level of theory is wB97M-V/def2-TZVPD.

```
! RIJCOSX wB97M-V def2-TZVPD def2/J DEFGRID3
* xyz -1 1
O -1.675 -3.051 -1.163
C -1.673 -1.792 -1.301
N -0.882 -0.993 -0.104
C -0.516 0.371 -0.217
C 0.990 0.712 -0.216
C 1.541 0.516 1.215
S 1.817 2.013 2.173
H -1.198 -1.369 -2.249
H -2.632 -1.191 -1.186
H -0.758 -1.541 0.735
H -1.113 1.023 0.459
H -0.868 0.626 -1.233
H 1.485 0.102 -0.962
H 0.993 1.787 -0.402
H 0.884 -0.120 1.801
H 2.539 0.057 1.224
H 1.064 2.848 1.427
*
```

For the LUMO energy, the calculation gives 3.0 eV. The HOMO-LUMO gap is 5.5 eV. As for the structure (SMILES): [O-]CNCCCS.

natural (NBO) population analysis, charges in e, atoms 1 to 2: O -0.868; C 0.214


Run R
This record from the Open Molecules 2025 dataset describes the ion C4H10NOS with charge -1. The level of theory is wB97M-V/def2-TZVPD.

```
! RIJCOSX wB97M-V def2-TZVPD def2/J DEFGRID3
* xyz -1 1
C 2.644 -1.342 -0.449
N 1.354 -0.968 -0.979
C 0.434 -0.251 -0.081
C 0.556 1.258 -0.403
O 0.085 2.179 0.592
C -1.004 -0.815 -0.221
S -2.227 -0.090 0.846
H 3.168 -1.945 -1.190
H 2.597 -1.900 0.502
H 3.198 -0.406 -0.330
H 0.808 -1.802 -1.184
H 0.712 -0.315 0.991
H -0.012 1.503 -1.304
H 1.630 1.489 -0.526
H -0.479 1.639 1.182
H -1.212 -0.648 -1.286
H -0.930 -1.902 -0.066
*
```

For the LUMO energy, the calculation gives 3.7 eV. The HOMO-LUMO gap is 6.4 eV. As for the structure (SMILES): CN[C@@H](CO)C[S-].

natural (NBO) population analysis, charges in e, atoms 1 to 2: C -0.403; N -0.634


The structure with the greatest stability is run R.